Density functional theory data (the ωB97M-V functional and the def2-TZVPD basis) for one molecule with the formula C19H26N4O6S.

## Properties
- SMILES string = CCOC(=O)N1CCN(C(=O)C(=O)Nc2sc3c(c2C(N)=O)CC(C)(C)OC3)CC1
- ΔE to the lowest compared entry with this formula, charge and spin (kJ/mol) = 0.0
- HOMO-LUMO gap (eV) = 8.43
- LUMO energy (eV) = 0.2

Geometry as ORCA input:
```
! RIJCOSX wB97M-V def2-TZVPD def2/J DEFGRID3
* xyz 0 1
C 1.2228 -0.8098 -2.1480
C -0.2616 -1.1106 -2.2216
O -0.9458 0.0680 -2.6582
C -2.2698 0.1053 -2.4187
O -2.8625 -0.7270 -1.7748
N -2.8686 1.1708 -3.0309
C -2.0930 2.3193 -3.4436
C -1.8692 3.2437 -2.2148
N -2.8340 2.8867 -1.1978
C -2.5607 2.1157 -0.1236
O -3.4257 1.6009 0.5675
C -1.1054 1.8832 0.2557
O -0.1878 2.6806 0.1653
N -0.9569 0.6377 0.7576
C 0.2653 0.1396 1.1530
S 1.6568 1.1765 1.1303
C 2.6501 -0.1519 1.6389
C 1.9536 -1.3111 1.7754
C 0.5623 -1.1536 1.5099
C -0.4066 -2.2735 1.5081
N -1.6499 -1.9569 1.9683
O -0.1395 -3.3761 1.0793
C 2.6388 -2.5728 2.1848
C 4.1460 -2.4615 1.8850
C 4.9138 -3.5551 2.6266
C 4.3930 -2.5775 0.3768
O 4.6544 -1.2322 2.4102
C 4.1245 -0.0583 1.8444
C -4.1771 2.7796 -1.7365
C -4.2196 1.5136 -2.6278
H 1.7383 -1.6745 -1.7404
H 1.4033 0.0492 -1.5067
H 1.6154 -0.5910 -3.1374
H -0.6558 -1.4176 -1.2479
H -0.4651 -1.9152 -2.9365
H -2.6620 2.8346 -4.2214
H -1.1439 1.9866 -3.8589
H -0.8613 3.1417 -1.8192
H -2.0277 4.2909 -2.4883
H -1.7667 0.0230 0.7677
H -1.8077 -1.1613 2.5623
H -2.3275 -2.7024 2.0045
H 2.2006 -3.4203 1.6576
H 2.4963 -2.7290 3.2581
H 4.8271 -3.3992 3.6982
H 5.9660 -3.5152 2.3594
H 4.5143 -4.5324 2.3720
H 3.7604 -1.8883 -0.1773
H 5.4349 -2.3574 0.1551
H 4.1703 -3.5888 0.0487
H 4.3723 0.7435 2.5479
H 4.6204 0.1737 0.8859
H -4.8810 2.6944 -0.9094
H -4.3890 3.6838 -2.3092
H -4.8289 1.6828 -3.5194
H -4.6156 0.6619 -2.0730
*
```

So, what does the Löwdin scheme give us? The charges, in e, come out as: -0.044 -0.198 0.000 -0.551 0.102 -0.038 -0.096 -0.091 -0.034 -0.365 0.092 -0.385 0.002 0.122 -0.436 1.173 -0.432 -0.200 -0.125 -0.496 0.178 0.074 -0.054 -0.555 -0.017 -0.008 -0.081 -0.201 -0.092 -0.092 0.077 0.055 0.080 0.104 0.135 0.126 0.125 0.110 0.128 0.132 0.112 0.119 0.123 0.139 0.087 0.086 0.089 0.072 0.093 0.092 0.132 0.129 0.125 0.126 0.126 0.125